(1)
Here is a molecular structure, C12H24N2O4P2RhS2 from the Open Molecules 2025 dataset. Energies are from ωB97M-V/def2-TZVPD.

Output
Molecular weight (u): 489.32
Frontier orbital gap (spin up / spin down) (eV): 6.4 / 6.4
Charge: +1

Each line ends with the natural charge from an NBO analysis.
Cartesian coordinates (Å):
Rh: 0.2482 0.3890 0.4330  0.493
C: -0.1093 -3.4613 -0.0686  -0.948
P: 0.1929 -2.0257 1.0124  1.263
C: -0.8733 -2.3960 2.4766  -0.962
C: 1.8693 -2.3919 1.6883  -0.735
C: 2.4923 -1.1765 2.3540  -0.738
P: 2.6291 0.2408 1.1589  1.288
C: 3.0857 1.6449 2.2570  -0.965
C: 4.1803 -0.1080 0.2736  -0.955
H: -1.1464 -3.4727 -0.3946  0.249
H: 0.1074 -4.3705 0.4910  0.254
H: 0.5381 -3.3763 -0.9361  0.283
H: -0.5463 -3.3167 2.9515  0.243
H: -1.9103 -2.5029 2.1715  0.244
H: -0.8047 -1.5763 3.1864  0.253
H: 2.4813 -2.6838 0.8364  0.259
H: 1.7925 -3.2239 2.3926  0.249
H: 3.4912 -1.4213 2.7212  0.247
H: 1.8892 -0.8460 3.2030  0.240
H: 3.9310 1.3658 2.8839  0.245
H: 2.2476 1.9173 2.8940  0.255
H: 3.3507 2.5033 1.6442  0.261
H: 4.9979 -0.0753 0.9934  0.249
H: 4.3389 0.6363 -0.5001  0.278
H: 4.1282 -1.0838 -0.2012  0.271
O: 1.7248 1.1632 -1.1518  -0.976
S: 1.2991 -0.1297 -1.7924  2.549
O: 1.7884 -0.3040 -3.1114  -0.917
O: -0.2091 -0.1349 -1.6943  -1.042
O: 1.7345 -1.2009 -0.8309  -1.023
C: -4.3617 -0.1136 -2.2107  -0.667
C: -3.4442 0.9225 -1.6821  0.330
C: -3.1570 2.1055 -2.3150  -0.286
C: -2.2578 3.0098 -1.7096  0.365
N: -1.7172 2.7356 -0.5338  -0.453
C: -1.9818 1.5907 0.0638  0.256
S: -1.4337 1.3044 1.6755  -0.010
N: -2.8637 0.6934 -0.4832  -0.490
C: -1.9065 4.2969 -2.3463  -0.668
H: -4.8873 0.2428 -3.0913  0.255
H: -5.0920 -0.4028 -1.4562  0.245
H: -3.7934 -1.0034 -2.4822  0.259
H: -3.6165 2.3436 -3.2585  0.248
H: -3.0427 -0.1743 0.0096  0.442
H: -2.6356 4.5742 -3.1019  0.233
H: -0.9294 4.2148 -2.8249  0.269
H: -1.8189 5.0777 -1.5947  0.259

---

(2)
Here is a molecular structure, C12H24NO4P2Pd from the Open Molecules 2025 dataset. Energies are from ωB97M-V/def2-TZVPD.

Output
Multiplicity: 3
Relative energy (zero: lowest compared OMol25 entry of this formula, charge and spin) (kJ/mol): 105.7
Molecular weight (u): 414.70
Frontier orbital gap (spin up / spin down) (eV): 8.8 / 6.3
Charge: +1

Each line ends with the natural charge from an NBO analysis.
Cartesian coordinates (Å):
Pd: -0.0923 0.2990 1.3293  0.837
P: -2.2067 0.0668 0.6031  1.154
C: -2.1599 0.3220 -1.2056  -0.851
C: -0.9300 1.0890 -1.5774  0.290
N: 0.1314 1.0027 -0.7479  -0.522
C: 1.3770 1.2651 -1.1520  0.227
C: 1.5804 1.9400 -2.3685  -0.246
C: 0.4849 2.2178 -3.1863  -0.116
C: -0.7728 1.7539 -2.8000  -0.230
C: 2.5093 0.8164 -0.2299  -0.726
P: 2.0971 -0.7977 0.6273  1.057
H: -1.6503 1.8763 -3.4210  0.239
H: 2.6137 2.1935 -2.6178  0.235
H: 0.6337 2.7555 -4.1206  0.244
H: 3.4300 0.6828 -0.8193  0.270
H: 2.6532 1.5798 0.5624  0.280
H: -2.0138 -0.6929 -1.6164  0.363
H: -3.0670 0.8093 -1.6109  0.256
H: -0.8999 -2.2473 -1.3355  0.506
O: -1.4573 -1.8225 -2.2457  -1.048
H: -2.2399 -2.2425 -2.6469  0.480
H: 0.7398 -1.4845 0.4345  0.201
O: -0.2953 -2.4927 -0.2804  -1.108
H: -0.1889 -3.4547 -0.1417  0.483
C: 2.7912 -2.0605 -0.4990  -0.924
H: 3.7768 -1.7719 -0.8927  0.253
H: 2.8636 -2.9827 0.0950  0.259
H: 2.0627 -2.2046 -1.3080  0.286
C: 3.0519 -0.7911 2.1306  -0.960
H: 2.9086 -1.7471 2.6356  0.276
H: 4.1131 -0.6647 1.9020  0.270
H: 2.7255 0.0088 2.7989  0.284
C: -3.1178 1.4080 1.3822  -0.974
H: -4.0390 1.6555 0.8431  0.259
H: -3.3499 1.0261 2.3848  0.256
H: -2.4468 2.2723 1.4686  0.272
C: -3.1066 -1.4571 0.8961  -0.976
H: -3.2571 -1.4954 1.9830  0.254
H: -4.0745 -1.4452 0.3754  0.258
H: -2.4771 -2.2980 0.5716  0.294
O: 0.2316 0.5297 3.5562  -0.738
C: 0.3359 1.8056 3.4630  0.626
O: 0.2206 2.4283 2.3670  -0.689
H: 0.5110 2.3485 4.4141  0.138

---

(3)
Here is a molecular structure, C12H24NO4P2Sc from the Open Molecules 2025 dataset. Energies are from ωB97M-V/def2-TZVPD.

Output
Relative energy (zero: lowest compared OMol25 entry of this formula, charge and spin) (kJ/mol): 286.0
Molecular weight (u): 353.23
Frontier orbital gap (eV): 5.3
Charge: +2

Each line ends with the natural charge from an NBO analysis.
Cartesian coordinates (Å):
Sc: -0.1045 -0.9247 1.2700  1.788
P: 1.2987 -2.0688 -0.6207  0.810
C: 0.4734 -1.3225 -2.0354  -0.876
C: -0.7779 -0.6274 -1.8107  0.279
N: -1.0233 -0.1247 -0.5517  -0.735
C: -1.9714 0.8092 -0.3704  0.203
C: -2.8870 1.1185 -1.3641  -0.266
C: -2.7367 0.5414 -2.6225  -0.097
C: -1.6662 -0.3146 -2.8601  -0.234
C: -2.0798 1.5141 0.9745  -0.779
P: -0.5378 1.9343 1.8716  1.329
H: -1.4649 -0.7554 -3.8403  0.253
H: -3.6569 1.8329 -1.1215  0.238
H: -3.4263 0.7875 -3.4188  0.255
H: -2.5698 2.4895 0.8205  0.322
H: -2.7655 0.9731 1.6545  0.286
H: 1.3812 -0.0813 -2.5557  0.485
H: 0.5309 -1.8639 -2.9814  0.267
H: 2.1157 1.5241 -1.1740  0.531
O: 1.8361 0.8464 -2.6522  -1.016
H: 2.3536 0.8145 -3.4773  0.498
H: 0.5783 0.9964 1.6881  -0.036
O: 2.0965 1.7580 -0.1929  -0.992
H: 2.4935 0.9634 0.2273  0.458
C: 0.1621 3.4039 1.1388  -0.959
H: -0.5277 4.2558 1.1081  0.295
H: 1.0387 3.6508 1.7471  0.292
H: 0.5174 3.1354 0.1359  0.331
C: -0.9718 2.1750 3.5970  -0.970
H: -0.0402 2.3252 4.1674  0.299
H: -1.6292 3.0500 3.7455  0.317
H: -1.4935 1.2840 3.9845  0.280
C: 0.8485 -3.8423 -0.6265  -0.929
H: 1.1728 -4.3123 -1.5622  0.271
H: 1.3452 -4.3331 0.2214  0.253
H: -0.2366 -3.9483 -0.5117  0.253
C: 3.0489 -2.0958 -1.1328  -0.920
H: 3.6341 -2.5607 -0.3300  0.258
H: 3.1697 -2.6822 -2.0522  0.271
H: 3.4046 -1.0711 -1.2963  0.262
O: 0.8254 -1.6774 2.9920  -0.721
C: -0.2400 -2.3429 3.2390  0.658
O: -1.2500 -2.2428 2.4512  -0.710
H: -0.2680 -2.9914 4.1272  0.200

---

(4)
Here is a molecular structure, C12H24NO8Sr from the Open Molecules 2025 dataset. Energies are from ωB97M-V/def2-TZVPD.

Output
Relative energy (zero: lowest compared OMol25 entry of this formula, charge and spin) (kJ/mol): 0.0
Molecular weight (u): 397.94
Frontier orbital gap (eV): 6.3
Charge: -1

Each line ends with the natural charge from an NBO analysis.
Cartesian coordinates (Å):
Sr: 0.2671 0.3870 0.2093  1.815
C: 1.4658 1.4424 4.3690  -0.726
C: 1.3377 0.9975 2.9180  0.758
O: 1.6154 1.7158 1.9485  -0.765
O: 0.7943 -0.1229 2.7123  -0.850
H: 1.9064 2.4385 4.4116  0.209
H: 2.0777 0.7295 4.9216  0.217
H: 0.5672 1.5476 4.9769  0.210
C: 2.8804 -1.3955 -2.3380  -0.745
C: 3.4174 -0.1021 -1.6765  0.772
O: 2.7089 0.4390 -0.8598  -0.822
O: 4.5117 0.2871 -1.9998  -0.754
H: 3.1852 -1.4010 -3.3845  0.202
H: 1.7945 -1.4674 -2.2773  0.191
H: 3.3590 -2.3019 -1.9671  0.189
C: -0.6349 2.5855 -3.7257  -0.738
C: -0.2901 1.8039 -2.4051  0.781
O: 0.4312 2.4784 -1.5811  -0.763
O: -0.7347 0.6314 -2.2054  -0.860
H: -1.2253 3.4823 -3.5378  0.208
H: -1.1447 2.1193 -4.5688  0.196
H: 0.2949 3.0351 -4.0742  0.229
C: -1.8478 2.7939 1.6529  -0.246
O: -1.7401 1.4792 1.0272  -0.590
C: -3.0146 0.9071 0.7605  -0.068
C: -2.8838 -0.3773 -0.1051  -0.253
N: -1.7677 -1.2087 0.3934  -0.668
C: -1.4025 -2.2016 -0.6665  -0.264
C: -0.1980 -3.0466 -0.1817  -0.069
O: 0.9577 -2.1936 -0.0015  -0.572
C: 2.0375 -2.9315 0.5235  -0.246
H: -2.4972 2.7356 2.5264  0.165
H: -2.3546 3.4306 0.9277  0.177
H: -0.8949 3.2406 1.9365  0.233
H: -3.7054 1.4777 0.1399  0.181
H: -3.5229 0.6115 1.6783  0.164
H: -2.8038 -0.2126 -1.1796  0.239
H: -3.8397 -0.9003 -0.0761  0.168
H: -2.1418 -1.7201 1.1799  0.364
H: -1.1928 -1.6790 -1.5998  0.251
H: -2.2352 -2.9046 -0.6892  0.173
H: 0.0970 -3.7488 -0.9615  0.185
H: -0.4884 -3.5301 0.7511  0.166
H: 1.6754 -3.5777 1.3232  0.155
H: 2.6825 -2.1888 0.9932  0.231
H: 2.4958 -3.5845 -0.2192  0.172

---

(5)
Here is a molecular structure, C12H25B4ClNO7 from the Open Molecules 2025 dataset. Energies are from ωB97M-V/def2-TZVPD.

Output
Multiplicity: 2
Molecular weight (u): 374.03
Frontier orbital gap (spin up / spin down) (eV): 8.6 / 9.7

Each line ends with the natural charge from an NBO analysis.
Cartesian coordinates (Å):
O: 6.8414 0.4631 0.0545  -0.499
C: 7.3988 1.4974 -0.0801  0.577
Cl: 8.3403 2.1965 1.2502  -0.076
C: 7.3586 2.3515 -1.3003  -0.880
B: 6.2339 3.4489 -1.1110  1.185
O: 6.1922 4.2972 -0.0237  -0.886
B: 4.9386 4.5658 0.4843  0.984
O: 3.8190 4.3815 -0.2947  -0.879
B: 3.9798 3.4217 -1.2847  1.206
C: 3.0067 2.2333 -1.5664  -1.207
B: 2.1130 1.7094 -0.3786  1.205
O: 1.6355 2.5544 0.5948  -0.926
O: 1.7715 0.3624 -0.3218  -0.938
O: 5.1853 3.5152 -2.0017  -0.886
H: 7.0445 1.7025 -2.1126  0.267
H: 8.3378 2.7745 -1.5031  0.277
H: 4.7976 4.9247 1.6072  -0.102
H: 2.3517 2.5663 -2.3799  0.294
H: 3.6021 1.4201 -1.9784  0.272
H: 1.9590 2.3900 1.4841  0.508
H: 1.0127 0.2090 -0.8980  0.504
C: -2.7623 -3.7446 1.0654  -0.621
C: -2.2447 -2.4905 0.3328  0.096
C: -1.8917 -1.4053 1.3463  -0.417
C: -3.1180 -0.7833 2.0130  -0.400
C: -4.1059 -0.2697 0.9634  -0.416
C: -4.4810 -1.3093 -0.0955  0.099
N: -3.2492 -1.9628 -0.6398  0.022
O: -2.6883 -1.2340 -1.5440  -0.399
C: -5.4484 -2.3500 0.4926  -0.621
C: -5.2212 -0.6325 -1.2408  -0.603
C: -1.0020 -2.9406 -0.4212  -0.600
H: -1.9165 -4.3166 1.4442  0.218
H: -3.3902 -3.5227 1.9243  0.205
H: -3.3205 -4.3905 0.3875  0.220
H: -1.3198 -0.6104 0.8573  0.214
H: -1.2327 -1.8357 2.1034  0.217
H: -3.6053 -1.5021 2.6771  0.194
H: -2.8024 0.0463 2.6476  0.218
H: -5.0214 0.0782 1.4465  0.215
H: -3.6653 0.5991 0.4649  0.212
H: -5.6020 -3.1711 -0.2082  0.219
H: -6.4149 -1.8817 0.6764  0.215
H: -5.1227 -2.7672 1.4409  0.209
H: -4.6612 0.2030 -1.6531  0.229
H: -6.1722 -0.2512 -0.8697  0.205
H: -5.4245 -1.3383 -2.0468  0.219
H: -1.2434 -3.7270 -1.1378  0.217
H: -0.2819 -3.3419 0.2908  0.209
H: -0.5103 -2.1331 -0.9579  0.224